Record 1
{
  "formula": "C2H7N",
  "method": "ωB97M-V/def2-TZVPD",
  "symbols": ["N", "H", "H", "H", "C", "C", "H", "H", "H", "H"],
  "xyz": [[-1.2123, 6.0471, -3.7731], [-1.0002, 5.6480, -4.6753], [-0.7285, 6.8990, -3.5466], [-2.2057, 6.1252, -3.6405], [0.7771, -4.4191, 2.7845], [0.8082, -3.2523, 2.0126], [0.6049, -5.3845, 2.3144], [0.9267, -4.4460, 3.8611], [0.9323, -3.3261, 0.9377], [0.7397, -2.2695, 2.4741]],
  "atomic_forces_ev_per_a": [[-0.010, -0.680, 0.407], [0.093, 0.414, 0.029], [-0.019, 0.072, -0.359], [-0.064, 0.189, -0.073], [-0.034, -0.478, 0.050], [0.137, 0.092, 0.186], [-0.094, 0.075, -0.081], [0.074, 0.300, -0.041], [0.023, 0.075, -0.051], [-0.105, -0.059, -0.066]],
  "fmax_ev_per_a": 0.792,
  "multiplicity": 2,
  "total_energy_ha": -134.73665,
  "total_charge": 1,
  "relative_energy_kj_mol": 181.4,
  "molar_mass_g_mol": 45.1,
  "s2": 0.752,
  "homo_lumo_gap_ev": [4.3, 0.7]
}

=====

Record 2
{
  "formula": "C48H38GeIN5O6ReS4",
  "method": "ωB97M-V/def2-TZVPD",
  "symbols": ["Re", "S", "C", "N", "N", "C", "C", "C", "C", "C", "C", "N", "N", "C", "C", "C", "C", "C", "C", "H", "H", "H", "H", "H", "H", "H", "H", "H", "H", "H", "I", "C", "C", "C", "C", "C", "C", "C", "O", "O", "H", "H", "H", "H", "S", "O", "C", "O", "C", "C", "Ge", "C", "C", "C", "C", "C", "C", "C", "C", "C", "C", "C", "C", "C", "C", "C", "C", "C", "C", "H", "H", "H", "H", "H", "H", "H", "H", "H", "H", "H", "H", "H", "H", "H", "H", "H", "H", "H", "O", "S", "O", "N", "C", "S", "C", "C", "C", "C", "C", "C", "H", "H", "H", "H"],
  "xyz": [[0.0860, -0.9333, -0.5644], [0.2771, -0.9146, 1.9227], [0.4121, -2.6472, 2.0566], [0.5438, -3.1921, 3.2127], [0.6605, -4.5582, 3.2392], [0.6384, -5.2401, 4.4279], [0.5346, -4.5769, 5.6572], [0.5177, -5.3066, 6.8365], [0.6048, -6.6943, 6.8322], [0.7092, -7.3515, 5.6086], [0.7284, -6.6409, 4.4203], [0.3467, -3.4619, 0.9354], [0.2062, -2.8747, -0.1864], [-0.0843, -3.9132, -1.1724], [0.8195, -4.2275, -2.1701], [0.5217, -5.2469, -3.0613], [-0.6748, -5.9448, -2.9566], [-1.5733, -5.6209, -1.9492], [-1.2730, -4.6098, -1.0463], [0.6180, -5.0550, 2.3669], [0.4585, -3.4972, 5.6579], [0.4329, -4.7801, 7.7820], [0.5867, -7.2543, 7.7591], [0.7750, -8.4338, 5.5810], [0.8051, -7.1585, 3.4685], [1.7469, -3.6785, -2.2383], [1.2282, -5.4947, -3.8431], [-0.9043, -6.7383, -3.6580], [-2.5110, -6.1546, -1.8548], [-1.9638, -4.3330, -0.2608], [2.6089, 2.8149, -7.0980], [1.6025, 2.6230, -5.2622], [2.2699, 2.0754, -4.1785], [1.5839, 1.9197, -2.9776], [0.2653, 2.3324, -2.8605], [-0.3709, 2.9140, -3.9522], [0.2865, 3.0526, -5.1685], [-0.5202, 2.1811, -1.5798], [-1.3610, 3.0325, -1.3270], [-0.2509, 1.1884, -0.7678], [3.2990, 1.7519, -4.2605], [2.0992, 1.4898, -2.1264], [-1.3889, 3.2622, -3.8300], [-0.2179, 3.4865, -6.0214], [0.3208, -1.1668, -2.7494], [-4.1456, -0.8500, -0.1434], [-3.0044, -0.5121, 0.1273], [-1.9628, -1.0514, -0.5016], [-2.8017, 0.5686, 1.1828], [-3.2823, 1.9505, 0.7258], [-2.9679, 3.2778, 2.1252], [-3.9614, 2.7304, 3.7293], [-3.3419, 1.9228, 4.6922], [-4.0447, 1.4660, 5.8038], [-5.3815, 1.8047, 5.9695], [-6.0169, 2.5922, 5.0151], [-5.3117, 3.0456, 3.9051], [-1.0637, 3.2929, 2.5831], [-0.2133, 2.7852, 1.6066], [1.1183, 2.4720, 1.8761], [1.6484, 2.7639, 3.1229], [0.8279, 3.3536, 4.0776], [-0.5194, 3.5986, 3.8328], [-3.5531, 5.0683, 1.6013], [-3.3121, 5.5179, 0.2992], [-3.6665, 6.8073, -0.0825], [-4.2722, 7.6645, 0.8292], [-4.5126, 7.2332, 2.1286], [-4.1485, 5.9451, 2.5124], [-1.7621, 0.6206, 1.4563], [-3.3646, 0.2441, 2.0576], [-4.3486, 1.9347, 0.4796], [-2.7436, 2.2643, -0.1705], [-2.3012, 1.6403, 4.5648], [-3.5465, 0.8384, 6.5351], [-5.9295, 1.4481, 6.8345], [-7.0643, 2.8464, 5.1331], [-5.8241, 3.6518, 3.1621], [-0.6172, 2.5454, 0.6258], [1.0631, 1.5503, 0.0822], [2.6750, 2.5278, 3.3670], [1.2517, 3.6029, 5.0443], [-1.1440, 4.0095, 4.6221], [-2.8384, 4.8535, -0.4228], [-3.4631, 7.1460, -1.0924], [-4.5512, 8.6689, 0.5298], [-4.9785, 7.8999, 2.8453], [-4.3259, 5.6226, 3.5332], [4.7283, 4.6912, 2.3754], [4.2817, 3.8859, 1.2004], [5.3127, 3.8301, 0.1241], [1.7380, 1.7149, 0.8258], [2.7190, 0.8385, 0.8120], [2.5848, -0.4983, -0.2543], [3.9445, 0.9400, 1.6340], [4.4549, -0.2673, 2.1441], [5.5799, -0.2804, 2.9418], [6.2330, 0.9157, 3.2299], [5.7586, 2.1076, 2.7092], [4.6156, 2.1499, 1.9196], [3.9302, -1.1905, 1.9271], [5.9413, -1.2175, 3.3486], [7.1110, 0.9119, 3.8687], [6.2547, 3.0556, 2.9100]],
  "atomic_forces_ev_per_a": [[-0.407, 0.205, -1.744], [-0.226, 0.047, -0.393], [0.109, 0.117, 0.008], [0.082, -0.417, 0.386], [0.018, 0.278, 0.184], [-0.004, 0.088, -0.018], [-0.030, 0.025, 0.117], [0.023, 0.010, -0.042], [0.000, -0.032, -0.093], [-0.005, 0.079, 0.012], [-0.030, -0.016, 0.019], [-0.043, -0.192, 0.415], [-0.158, -0.187, -0.346], [0.130, 0.147, -0.078], [0.129, 0.010, 0.035], [-0.013, -0.047, 0.027], [-0.013, 0.027, 0.018], [0.052, 0.033, 0.044], [-0.157, 0.093, -0.027], [-0.033, -0.085, -0.232], [0.019, -0.085, 0.012], [0.003, 0.001, -0.071], [0.006, 0.018, -0.023], [0.001, 0.029, -0.017], [0.007, 0.007, 0.070], [0.020, 0.037, -0.029], [0.011, 0.003, 0.004], [-0.003, 0.024, 0.008], [0.013, 0.008, -0.025], [0.002, -0.006, -0.015], [-0.046, -0.003, 0.082], [0.072, -0.001, -0.045], [-0.137, -0.018, 0.089], [0.164, 0.051, -0.015], [-0.019, -0.252, 0.031], [0.047, 0.060, -0.067], [-0.039, -0.060, 0.217], [0.050, -0.442, -0.215], [0.128, 0.103, -0.227], [-0.326, 0.313, -0.945], [-0.027, 0.045, 0.008], [-0.038, -0.075, -0.076], [0.015, -0.043, -0.041], [0.018, -0.007, 0.015], [0.153, 0.193, 1.459], [0.277, -0.087, -0.051], [0.051, -0.043, -0.551], [0.004, 0.252, 0.879], [0.038, -0.092, -0.190], [-0.170, -0.085, -0.127], [0.065, 0.007, 0.109], [0.030, -0.090, 0.190], [-0.174, 0.075, -0.045], [0.029, 0.029, -0.094], [0.012, 0.047, -0.075], [0.090, -0.044, -0.001], [0.044, -0.042, 0.047], [0.210, -0.054, 0.000], [-0.224, -0.002, -0.002], [0.026, -0.095, -0.069], [0.180, -0.052, 0.013], [-0.084, 0.065, 0.035], [0.025, -0.025, -0.083], [-0.073, 0.148, 0.008], [-0.039, -0.058, -0.029], [-0.006, -0.025, 0.057], [0.007, -0.060, 0.040], [0.057, -0.104, -0.039], [0.042, 0.087, -0.197], [0.332, 0.005, 0.154], [-0.036, -0.043, 0.109], [0.020, -0.044, 0.107], [-0.155, -0.056, 0.211], [-0.062, 0.018, 0.036], [-0.028, 0.031, -0.042], [0.008, 0.013, -0.026], [0.018, 0.002, -0.007], [0.031, -0.040, 0.063], [0.100, 0.151, 0.657], [-0.221, -0.013, -0.076], [-0.059, 0.077, -0.017], [-0.009, -0.028, -0.049], [0.056, -0.051, -0.045], [-0.033, 0.102, 0.101], [-0.015, -0.026, 0.033], [0.015, -0.033, 0.009], [0.012, -0.001, -0.006], [-0.011, 0.019, -0.028], [-0.150, 0.057, -0.181], [0.291, -0.281, 0.114], [-0.159, 0.114, 0.014], [0.235, 0.383, 0.874], [0.568, 0.028, -0.076], [-0.312, -0.050, -0.318], [0.077, 0.128, 0.258], [-0.130, 0.009, -0.007], [0.078, 0.025, 0.062], [-0.049, 0.007, -0.058], [0.028, 0.003, 0.057], [-0.262, -0.321, -0.206], [0.015, 0.080, 0.048], [-0.014, 0.016, -0.008], [-0.011, 0.005, -0.048], [-0.102, -0.125, -0.014]],
  "fmax_ev_per_a": 1.803,
  "multiplicity": 2,
  "total_energy_ha": -6622.93350,
  "total_charge": -2,
  "relative_energy_kj_mol": 118.8,
  "molar_mass_g_mol": 1294.8,
  "s2": 0.805,
  "homo_lumo_gap_ev": 6.0
}

=====

Record 3
{
  "formula": "C3H9N5O2",
  "method": "ωB97M-V/def2-TZVPD",
  "symbols": ["C", "C", "C", "H", "H", "H", "H", "H", "H", "H", "H", "H", "N", "N", "N", "N", "N", "O", "O"],
  "xyz": [[1.1384, 0.2577, 0.2758], [-1.6372, 0.7825, -0.5983], [-2.5547, -0.3874, -0.2448], [2.6656, -1.2519, -1.6106], [3.7060, -0.6119, -0.6616], [0.7263, -0.5824, 2.0256], [1.3946, -1.5384, 0.7460], [0.7543, 2.0212, -0.2492], [-1.3030, 1.1653, 1.3870], [-2.2514, 1.4900, -1.1672], [-0.9091, 0.3293, -1.3068], [-1.0420, -1.2359, 0.7319], [2.7679, -0.9874, -0.6337], [2.0074, 0.2727, -0.6321], [0.7748, -0.7895, 1.0355], [0.4293, 1.4176, 0.4644], [-0.9535, 1.4802, 0.4844], [-2.0021, -1.3374, 0.5335], [-3.7118, -0.4945, -0.5799]],
  "atomic_forces_ev_per_a": [[-1.174, 0.963, -0.151], [-0.371, -0.292, -1.301], [-0.616, -0.225, 0.725], [-0.103, -0.491, 0.019], [0.541, -0.287, 0.358], [0.102, -0.218, -0.034], [0.133, -0.499, 0.663], [0.446, 1.189, -0.436], [0.148, 0.290, -0.167], [0.134, -0.164, 0.068], [-0.153, 0.454, 0.328], [-0.257, 0.383, -0.365], [-0.084, 1.076, -0.808], [1.080, -0.742, -0.817], [-0.370, -1.404, 0.680], [0.617, 0.934, 0.404], [-1.147, -1.037, 0.738], [-0.025, -0.281, 0.121], [1.101, 0.351, -0.026]],
  "fmax_ev_per_a": 1.714,
  "total_energy_ha": -543.92512,
  "relative_energy_kj_mol": 0.0,
  "molar_mass_g_mol": 147.1,
  "homo_lumo_gap_ev": 10.1
}

=====

Record 4
{
  "formula": "C21H28ClFNO2",
  "method": "ωB97M-V/def2-TZVPD",
  "symbols": ["C", "C", "C", "Cl", "C", "O", "C", "O", "C", "C", "C", "C", "C", "C", "C", "C", "C", "N", "C", "F", "H", "H", "H", "H", "H", "H", "H", "H", "H", "H", "H", "H", "H", "H", "H", "H", "H", "H", "H", "H", "H", "H", "C", "C", "C", "C", "C", "C", "H", "H", "H", "H", "H", "H"],
  "xyz": [[-2.1190, -0.2702, -0.6036], [-3.0204, 0.2051, 0.5467], [-2.3262, 0.3312, 1.8994], [-3.4753, 0.9524, 3.1172], [-1.0381, 1.1448, 1.8915], [-0.5454, 1.2304, 3.2063], [0.7445, 1.7544, 3.3816], [0.5895, 2.5809, 4.5176], [1.7379, 0.6129, 3.6033], [1.6181, -0.4363, 2.5297], [0.7934, -1.5380, 2.7458], [0.5464, -2.4361, 1.7213], [1.1145, -2.2428, 0.4674], [1.9717, -1.1684, 0.2342], [2.6055, -0.9555, -1.1184], [2.2196, -0.2837, 1.2813], [1.1256, 2.6726, 2.2165], [-0.1048, 3.4360, 1.8381], [-1.1716, 2.5280, 1.2621], [-2.3415, 3.1823, 1.4961], [-2.0095, -1.3549, -0.5959], [-1.1189, 0.1680, -0.5988], [-2.5780, -0.0061, -1.5575], [-3.5239, 1.1409, 0.2957], [-3.8107, -0.5346, 0.6812], [-2.0426, -0.6610, 2.2527], [-0.3342, 0.5736, 1.2733], [1.4517, 2.7428, 4.9215], [2.7594, 0.9901, 3.7060], [1.4346, 0.1886, 4.5637], [0.3195, -1.6869, 3.7088], [-0.0960, -3.2880, 1.9020], [0.9167, -2.9389, -0.3390], [2.4254, 0.0727, -1.4414], [3.6844, -1.1025, -1.0685], [2.1652, -1.6348, -1.8451], [2.9203, 0.5288, 1.1032], [1.5008, 2.1775, 1.3224], [1.8752, 3.3808, 2.5669], [0.1249, 4.1289, 1.1269], [-0.4853, 3.9187, 2.6600], [-1.0066, 2.4793, 0.1821], [-0.3387, -1.9598, -6.4521], [-1.2628, -2.5591, -5.6072], [-1.2162, -2.3149, -4.2418], [-0.2452, -1.4690, -3.7241], [0.6789, -0.8698, -4.5691], [0.6333, -1.1153, -5.9338], [-0.3750, -2.1528, -7.5160], [-2.0190, -3.2179, -6.0131], [-1.9349, -2.7858, -3.5832], [-0.2087, -1.2773, -2.6571], [1.4365, -0.2100, -4.1638], [1.3550, -0.6512, -6.5930]],
  "atomic_forces_ev_per_a": [[-0.237, 0.028, -0.062], [0.070, -0.103, -0.142], [-0.071, -0.207, 0.062], [-0.018, -0.021, 0.021], [0.026, -0.123, -0.054], [-0.315, 0.214, 0.160], [0.068, 0.021, 0.136], [0.130, -0.014, -0.229], [-0.058, -0.045, 0.231], [0.032, -0.082, -0.121], [-0.075, 0.061, -0.009], [0.047, -0.008, -0.153], [0.101, 0.083, 0.012], [-0.097, -0.126, -0.015], [-0.227, 0.110, 0.343], [0.040, -0.024, 0.079], [0.114, 0.119, -0.044], [0.154, -0.128, -0.320], [-0.198, 0.104, -0.108], [0.288, -0.118, -0.016], [0.145, 0.026, 0.084], [0.008, -0.002, -0.020], [0.023, -0.042, 0.020], [0.118, 0.046, 0.046], [-0.083, 0.140, 0.003], [0.076, 0.058, 0.012], [0.001, 0.112, -0.039], [-0.050, -0.086, 0.096], [-0.016, 0.069, -0.068], [0.149, -0.020, -0.013], [0.055, 0.063, 0.024], [0.001, -0.023, -0.028], [-0.038, -0.025, 0.033], [0.063, -0.051, -0.140], [-0.006, -0.079, -0.091], [0.164, 0.018, -0.109], [-0.009, 0.026, 0.072], [-0.147, -0.142, 0.058], [-0.039, 0.016, -0.098], [-0.065, 0.236, 0.176], [-0.065, -0.128, 0.106], [-0.064, 0.036, 0.047], [-0.001, -0.003, 0.009], [-0.001, 0.000, -0.004], [0.000, 0.004, 0.006], [0.004, 0.009, 0.036], [0.011, 0.027, 0.040], [-0.011, -0.011, -0.006], [-0.002, -0.002, -0.005], [-0.001, -0.005, -0.003], [-0.010, -0.003, 0.000], [0.001, -0.005, -0.002], [0.014, -0.004, -0.010], [-0.001, 0.004, -0.003]],
  "fmax_ev_per_a": 0.426,
  "total_energy_ha": -1582.06736,
  "total_charge": 1,
  "molar_mass_g_mol": 380.9,
  "homo_lumo_gap_ev": 8.2
}

=====

Repeat the third record exactly.
{
  "formula": "C3H9N5O2",
  "method": "ωB97M-V/def2-TZVPD",
  "symbols": ["C", "C", "C", "H", "H", "H", "H", "H", "H", "H", "H", "H", "N", "N", "N", "N", "N", "O", "O"],
  "xyz": [[1.1384, 0.2577, 0.2758], [-1.6372, 0.7825, -0.5983], [-2.5547, -0.3874, -0.2448], [2.6656, -1.2519, -1.6106], [3.7060, -0.6119, -0.6616], [0.7263, -0.5824, 2.0256], [1.3946, -1.5384, 0.7460], [0.7543, 2.0212, -0.2492], [-1.3030, 1.1653, 1.3870], [-2.2514, 1.4900, -1.1672], [-0.9091, 0.3293, -1.3068], [-1.0420, -1.2359, 0.7319], [2.7679, -0.9874, -0.6337], [2.0074, 0.2727, -0.6321], [0.7748, -0.7895, 1.0355], [0.4293, 1.4176, 0.4644], [-0.9535, 1.4802, 0.4844], [-2.0021, -1.3374, 0.5335], [-3.7118, -0.4945, -0.5799]],
  "atomic_forces_ev_per_a": [[-1.174, 0.963, -0.151], [-0.371, -0.292, -1.301], [-0.616, -0.225, 0.725], [-0.103, -0.491, 0.019], [0.541, -0.287, 0.358], [0.102, -0.218, -0.034], [0.133, -0.499, 0.663], [0.446, 1.189, -0.436], [0.148, 0.290, -0.167], [0.134, -0.164, 0.068], [-0.153, 0.454, 0.328], [-0.257, 0.383, -0.365], [-0.084, 1.076, -0.808], [1.080, -0.742, -0.817], [-0.370, -1.404, 0.680], [0.617, 0.934, 0.404], [-1.147, -1.037, 0.738], [-0.025, -0.281, 0.121], [1.101, 0.351, -0.026]],
  "fmax_ev_per_a": 1.714,
  "total_energy_ha": -543.92512,
  "relative_energy_kj_mol": 0.0,
  "molar_mass_g_mol": 147.1,
  "homo_lumo_gap_ev": 10.1
}